The following is a quantum chemistry calculation of a cluster of 11 separate species, C30H80N14O11 in total, from the OMol25 dataset.

Output
HOMO level, eV: -8.37
Gap between HOMO and LUMO, eV: 8.767
Lowest unoccupied orbital energy, eV: 0.4
Structure (SMILES): CC1(C)CCCC(C)(C)N1O.CC1(C)CCCC(C)(C)N1O.NC(N)=O.NC(N)=O.NC(N)=O.NC(N)=O.NC(N)=O.NC(N)=O.CCO.CCO.CCO

XYZ file:
```
135
Properties=species:S:1:pos:R:3:forces:R:3:mulliken_charge:R:1
C 19.7471 -4.2059 -22.7057 -0.7763 -1.0491 -0.5886 -1.7162
C 21.1249 -3.5518 -22.7658 -0.0022 1.9236 -0.0069 1.9038
C 21.8653 -3.5651 -21.3562 -0.5768 -0.5787 -0.1337 -1.2344
C 22.5115 -4.9105 -21.0305 -0.1304 0.9193 -0.6314 -0.6033
C 23.4140 -5.3045 -22.1504 -0.9250 -0.3536 -0.7528 -1.1476
C 22.7158 -5.3675 -23.5748 1.6463 -0.9914 -1.1947 2.3268
N 21.9640 -4.1245 -23.8250 0.6546 -0.1038 -0.0927 -0.0309
O 21.3147 -4.0734 -25.1458 1.0557 -0.1424 1.9876 -0.2136
C 23.8898 -5.4050 -24.5924 0.2952 1.0015 -0.6949 -1.8518
C 21.9504 -6.6732 -23.8393 -1.6092 0.0646 1.0921 -1.8804
C 20.9546 -2.0289 -23.2179 -0.0054 -0.5531 0.9512 -1.9120
H 19.3089 -4.3029 -23.6990 -0.0330 0.6975 -0.2611 0.3371
H 18.9420 -3.7824 -22.1053 0.4422 0.5351 0.2418 0.5361
H 19.7290 -5.2721 -22.4801 0.6222 -0.1001 0.7099 0.2691
H 22.5590 -2.7284 -21.2736 0.3189 -0.1479 -0.3644 0.4327
H 21.1894 -3.4260 -20.5124 -0.7307 0.5063 -0.4331 0.3610
H 21.7488 -5.6758 -20.8869 -0.1028 -0.0027 0.2256 0.3027
H 23.1706 -4.8567 -20.1640 -0.4572 0.1069 0.4244 0.4109
H 23.7536 -6.2733 -21.7839 0.6375 -0.2863 -1.0463 0.3366
H 24.2247 -4.5764 -22.1757 0.2058 -0.1873 -0.2910 0.3902
H 24.3516 -4.4184 -24.6308 0.1760 0.1785 0.3682 0.6383
H 24.6955 -6.1195 -24.4233 -0.2445 -0.2275 0.5802 0.4296
H 23.6238 -5.5696 -25.6365 -0.7240 -0.2519 0.2230 -0.3069
H 21.0905 -6.7178 -23.1710 0.0898 -0.3293 0.8397 0.3744
H 21.3584 -6.7521 -24.7511 0.8463 0.3682 -0.7313 0.1008
H 22.5362 -7.5818 -23.7002 0.1721 0.1811 -0.0539 0.4624
H 20.6554 -1.4544 -22.3412 -0.6808 0.0268 -0.0359 0.4541
H 20.2698 -1.9165 -24.0585 -0.1837 -0.0886 0.2543 0.2349
H 21.8725 -1.5172 -23.5074 0.3927 -0.6790 -0.1218 0.4063
H 20.5599 -4.6546 -25.0270 -0.3598 -0.3755 -0.3935 0.0690
C 19.6477 -4.2289 -32.6021 -0.3432 1.6250 1.0252 -1.9161
C 19.2849 -2.8975 -33.3955 0.1473 -1.4991 -0.6778 1.3018
C 17.7469 -3.0051 -33.7040 0.0525 0.4476 0.4705 -0.8000
C 17.1724 -1.7587 -34.3080 0.6182 1.4746 -1.0714 -0.9392
C 17.5554 -0.4882 -33.5009 -0.1006 -0.9769 0.4650 -1.1298
C 19.0950 -0.2917 -33.1922 -1.9927 -0.7633 -1.4206 1.0798
N 19.5621 -1.6082 -32.6795 -2.0895 -0.4099 0.5816 2.0380
O 20.8013 -1.5639 -32.0797 0.7245 0.0820 -0.1525 -0.5038
C 19.7832 0.1645 -34.5533 0.2371 0.4466 1.9373 -1.5989
C 19.0705 0.8154 -32.0970 1.4451 -0.3410 0.0037 -1.9605
C 20.1457 -3.0064 -34.6809 -0.8104 0.0529 0.0588 -1.5107
H 18.9356 -4.3098 -31.7808 0.0269 -0.1580 0.2222 -0.2926
H 20.6433 -4.2073 -32.1590 0.0573 0.1175 -0.0473 0.6832
H 19.5752 -5.1422 -33.1927 -0.2006 0.3772 -0.3628 0.6940
H 17.4654 -3.8333 -34.3544 0.6770 -0.2895 -0.0921 0.4467
H 17.1691 -3.1877 -32.7980 0.4346 -0.1103 0.4830 -0.1808
H 16.1070 -1.8350 -34.5252 -0.2840 0.0153 0.7294 0.4906
H 17.5214 -1.6722 -35.3370 0.5323 0.2109 -0.2111 0.3449
H 17.0723 -0.5948 -32.5296 0.0206 -0.1571 0.2725 0.3233
H 17.1160 0.4365 -33.8750 0.2638 0.0008 -0.4990 0.4577
H 19.4460 -0.2939 -35.4830 -0.1949 -0.1443 0.3744 0.2556
H 19.6286 1.2432 -34.5772 0.0138 0.0281 -0.4347 0.4886
H 20.8577 0.0191 -34.4416 0.1651 0.0076 -0.2516 0.3430
H 20.0227 0.9104 -31.5750 0.4065 0.0178 -0.3481 0.4209
H 18.8726 1.7821 -32.5601 -0.2137 -0.0812 0.0219 0.4816
H 18.4045 0.6385 -31.2525 -0.4817 -0.3178 -0.4733 0.2717
H 21.0924 -2.4777 -34.5695 -0.0041 0.0541 -0.2064 0.1481
H 19.5539 -2.6138 -35.5078 0.4650 0.1368 -0.2809 0.2932
H 20.3703 -4.0558 -34.8713 0.0266 0.1511 -0.1882 0.5484
H 21.4300 -1.5364 -32.8047 0.7489 0.0169 -0.1465 0.3231
C 18.3672 -6.2271 -25.7404 0.3851 -1.2896 1.5229 -0.3086
O 19.2959 -6.9406 -26.1178 0.6227 -0.1133 -0.0135 0.5729
N 17.7743 -5.3339 -26.4595 -0.0268 1.7279 -3.7334 0.1812
N 17.8128 -6.2523 -24.5335 -0.3059 -0.3223 1.6608 -0.1875
H 18.0900 -5.4235 -27.4147 -0.5113 0.7555 -0.3953 -0.6624
H 17.0221 -4.7102 -26.2042 0.3136 -0.4082 -0.0865 0.2583
H 16.9017 -5.8255 -24.6219 -0.0800 -0.6911 1.4626 0.1642
H 18.1354 -6.8887 -23.8186 -0.5524 0.1176 -0.1791 0.3180
C 24.0712 -8.6545 -27.4609 -2.0703 0.6397 -0.9197 0.6671
O 23.9444 -7.4681 -27.2035 1.4451 0.7840 1.1452 -0.6098
N 24.9356 -9.1205 -28.3448 1.6171 -0.9374 -0.7373 -0.4155
N 23.1142 -9.5262 -27.1038 -0.2366 -0.8620 0.7998 -0.3502
H 25.6020 -8.4861 -28.7613 -0.1346 -0.3432 0.0190 0.2180
H 24.8363 -10.0876 -28.6186 0.5652 0.4245 -0.2909 0.1388
H 22.3806 -9.1819 -26.5010 -0.0210 -0.4106 -0.1699 0.0729
H 23.1759 -10.4934 -27.3883 -0.3972 0.2665 0.3770 0.1691
C 21.0662 -5.8041 -28.8978 3.7303 -0.6819 -0.5938 0.4180
O 21.6977 -5.1550 -29.7103 0.0568 1.6012 -0.8602 -0.6040
N 21.6415 -6.5374 -27.9785 2.1582 -1.2943 2.2982 0.3410
N 19.8148 -6.0726 -28.8930 -6.2346 0.5106 -1.3498 0.1476
H 22.6446 -6.6497 -27.9437 -0.2695 0.2457 0.1193 -0.2830
H 21.0863 -6.9683 -27.2531 0.2139 0.2696 -0.0496 -0.0289
H 19.5180 -6.9774 -28.5561 -0.2528 0.4723 -0.0683 0.0510
H 19.2564 -5.5839 -29.5781 -0.2660 -0.4179 0.0041 -0.1064
C 16.1399 -8.5361 -27.3537 -1.1530 0.7796 -0.1998 0.6100
O 15.4120 -7.8399 -26.6854 -0.9586 1.6769 1.4640 -0.7625
N 16.8888 -8.1014 -28.3346 1.9405 0.9812 -1.5799 -0.1458
N 16.1126 -9.8338 -27.2576 0.1404 -3.7880 0.6806 -0.3279
H 17.4613 -8.7506 -28.8550 -0.1407 0.5007 -0.0482 0.1831
H 16.7637 -7.1346 -28.5988 0.2403 0.1321 -0.4112 0.2332
H 16.7232 -10.3658 -27.8612 -0.4007 -0.4000 0.5722 0.1572
H 15.5143 -10.2321 -26.5480 0.3793 -0.1856 -0.3135 0.2701
C 15.9685 -4.6891 -29.7012 -0.7100 0.8225 0.7084 0.5537
O 16.6644 -5.5569 -29.2608 2.4694 -2.3244 0.8939 -0.6696
N 16.4056 -3.5518 -30.1239 2.7044 2.8119 -1.5054 -0.0447
N 14.6786 -4.7145 -29.6359 -5.2263 -1.0589 0.1278 -0.4381
H 15.8477 -2.7371 -30.3360 0.1456 -0.3607 0.2181 0.2282
H 17.3773 -3.3902 -29.9006 0.1679 0.6911 -0.7176 -0.1650
H 14.1194 -4.0196 -30.1097 0.0783 -0.2713 0.3281 0.1460
H 14.2058 -5.4166 -29.0850 0.1418 -0.0338 -0.3608 0.2574
C 25.9154 -4.2166 -28.4630 2.1599 -1.9145 -3.2211 0.8194
O 26.5630 -4.7769 -29.3119 1.7955 -1.1346 -2.1900 -0.7338
N 25.7127 -2.9590 -28.4268 -0.1784 6.5322 -0.7355 -0.3915
N 25.3142 -4.8053 -27.5361 -3.1684 -2.7301 5.3482 -0.0638
H 26.0562 -2.4093 -29.2013 -0.1378 0.0728 0.4457 0.2191
H 25.2479 -2.5353 -27.6364 0.2449 0.3170 -0.5842 0.1513
H 24.7020 -4.1478 -27.0745 -0.4776 -1.4923 0.7475 0.0021
H 25.2658 -5.8092 -27.4362 -0.3414 0.2181 0.0526 0.0322
C 24.1397 -6.3719 -31.7315 -1.2531 -0.2166 -0.9046 -0.2815
C 25.4361 -6.1892 -32.4843 0.3031 1.9616 0.7844 -0.3835
O 26.0928 -7.3996 -32.5718 0.5222 -2.2553 -0.1961 -0.5428
H 24.2485 -6.9216 -30.7966 0.2093 0.1816 0.0788 -0.1482
H 23.5258 -6.9838 -32.3924 -0.0312 -0.6193 0.0141 0.3725
H 23.4357 -5.5540 -31.5782 0.7083 0.6054 0.3153 0.1058
H 26.2056 -5.6567 -31.9253 -0.7510 1.5596 0.0655 0.2441
H 25.3420 -5.7474 -33.4763 -0.2793 -0.0503 0.0104 0.3215
H 26.3527 -7.4434 -31.6487 0.5691 -1.0743 -0.0803 0.3201
C 19.2330 -11.2647 -24.6810 -0.9502 0.3191 0.2492 -1.5665
C 19.0658 -9.7860 -25.0865 0.5757 -1.4566 -0.4780 0.5408
O 19.6499 -9.5729 -26.3624 0.2328 -0.5898 -0.0873 -0.6648
H 18.7191 -11.9940 -25.3073 0.2692 0.3066 -0.8007 0.3525
H 18.6447 -11.4216 -23.7769 0.4605 0.1822 0.6026 0.3973
H 20.2697 -11.5727 -24.5448 -0.0759 0.1403 0.0495 0.3341
H 19.6170 -9.1675 -24.3781 -0.3390 0.1609 0.3832 -0.0456
H 18.0103 -9.5256 -25.1649 -0.1339 0.1022 0.4615 0.1656
H 19.5563 -8.6222 -26.4579 0.0126 0.5897 -0.3574 0.3546
C 18.9577 -2.6180 -27.7663 0.4600 0.1732 0.4034 -0.4652
C 19.6216 -2.1677 -29.0559 -1.3769 0.7405 -1.0006 -0.1809
O 18.5984 -1.9533 -30.0970 0.4622 -0.6404 1.3293 -0.6950
H 18.6683 -1.7471 -27.1782 -0.0909 0.0151 0.0474 0.5277
H 19.6583 -3.1965 -27.1642 0.1323 0.0636 0.0533 0.0279
H 18.0702 -3.2445 -27.8557 0.0913 0.0887 -0.5556 -0.1650
H 20.3638 -2.8495 -29.4712 0.0990 -0.1133 0.3473 0.0008
H 20.0044 -1.1497 -28.9835 0.7809 -0.2728 0.6774 0.3653
H 19.1460 -1.8345 -30.8765 -0.4326 0.1379 -0.9449 -0.0546
```
Forces are in eV/Å.